[1]
74
Properties=species:S:1:pos:R:3:forces:R:3 method="wB97M-V/def2-TZVPD" e_lumo_ev=-4.476 total_energy_ha=-3067.92518 max_force_ev_per_a=6.77 total_charge=+1 orbital_gap_ev=6.2
C 1.181468 5.490836 2.652197 -0.70 -1.16 -0.76
C 0.497427 4.449878 1.813900 1.31 0.82 0.17
C 1.217692 4.151741 0.334224 -1.14 0.33 0.92
S 2.501547 2.804493 0.674588 0.51 0.07 -0.81
C 4.124800 3.155812 -0.227104 1.56 -0.77 -1.10
C 5.281091 2.268080 0.592702 -0.43 1.76 4.11
N 5.506487 2.565310 1.920326 -0.91 -1.35 -5.74
C 1.905174 1.126034 -0.012845 0.48 -1.27 0.52
C 1.979619 0.085064 1.293177 0.26 -3.31 0.25
N 2.058863 -1.282274 1.189472 -0.43 6.46 1.98
H 2.076213 5.166479 3.353097 -0.59 1.17 -2.80
H 0.849135 6.611894 2.591289 -0.43 -2.50 1.65
H -0.442987 3.832015 2.143742 1.17 2.43 -1.62
H 1.750031 5.149599 -0.046298 -1.00 -2.55 0.93
H 0.399174 3.804595 -0.460462 1.78 0.72 1.90
H 4.424072 4.307577 -0.165867 -1.02 -2.56 -0.01
H 4.016451 2.800970 -1.359910 0.26 0.94 2.47
H 5.845565 1.389460 0.064842 -1.13 1.89 1.11
H 4.908839 3.355227 2.251615 0.39 -0.60 -0.56
H 2.707578 0.799296 -0.808593 -1.89 0.60 1.40
H 0.821527 1.247687 -0.438655 2.18 -0.26 0.77
H 2.001039 0.572491 2.367892 -0.10 -0.61 -2.34
H 2.122170 -1.613985 2.198511 -0.15 0.33 -1.47
C -4.263090 6.399335 1.901816 -0.02 1.00 0.28
O -4.348454 5.037504 1.536584 0.65 -1.78 -1.09
P -3.407066 4.524612 0.335437 -0.02 0.29 0.10
O -1.938739 4.690598 0.562141 -1.83 -0.12 -0.78
O -3.976948 5.305219 -0.954738 1.59 -0.42 0.81
C -5.363991 5.262306 -1.218758 -1.04 0.00 -0.21
O -3.897732 3.006891 0.107764 -0.14 1.33 1.19
C -3.332195 2.309188 -0.981996 0.22 -0.43 -0.69
H -4.000668 6.471069 2.959820 0.00 -0.06 -0.16
H -3.518598 6.938035 1.308596 -0.05 -0.04 0.09
H -5.241483 6.862317 1.747294 0.13 -0.07 0.02
H -5.820375 6.201580 -0.897842 0.01 -0.10 -0.03
H -5.855973 4.429791 -0.706372 0.08 0.11 -0.06
H -5.511182 5.144675 -2.295161 0.11 0.05 0.15
H -3.550554 2.829162 -1.918910 0.11 -0.06 0.03
H -3.777860 1.312205 -1.027000 0.02 0.24 0.17
H -2.251521 2.211901 -0.853578 -0.03 0.01 -0.06
C 1.178352 -4.699753 -5.278346 -0.23 0.02 -0.96
O 1.545964 -4.808381 -3.918814 0.59 0.74 1.85
P 1.924826 -3.453688 -3.135681 -0.79 0.25 0.01
O 0.840316 -2.426247 -3.079704 1.76 -1.07 -0.13
O 3.276941 -2.959925 -3.861383 -1.26 0.64 0.47
C 4.338470 -3.878177 -4.020783 0.68 -0.60 -0.14
O 2.436163 -3.988571 -1.704424 -0.66 -0.80 -1.66
C 2.961862 -3.027162 -0.813622 -0.01 0.59 0.19
H 0.181306 -5.124653 -5.415259 0.13 0.10 0.08
H 1.177868 -3.661432 -5.622243 -0.06 -0.10 0.03
H 1.892298 -5.271019 -5.877861 -0.08 0.06 0.08
H 4.347176 -4.242545 -5.050670 0.03 0.00 0.10
H 4.253360 -4.729711 -3.338644 -0.01 0.11 -0.09
H 5.280118 -3.362140 -3.817927 -0.16 0.00 -0.05
H 3.824548 -2.526895 -1.262363 0.07 0.04 0.01
H 3.291117 -3.537040 0.095351 -0.18 -0.04 -0.21
H 2.198354 -2.290245 -0.553193 0.37 -0.48 -0.31
C -0.940388 -3.499055 -0.116998 -0.08 0.51 -0.74
O -0.755449 -4.418885 0.938925 -0.41 -1.16 1.44
P -2.063393 -5.137963 1.542444 -0.59 -1.08 -1.08
O -2.853208 -5.947251 0.564601 0.96 1.55 1.66
O -2.881949 -3.928502 2.224963 -0.16 -0.85 -0.65
C -2.205613 -3.066304 3.116379 0.29 0.40 0.45
O -1.482103 -5.959947 2.800421 0.73 1.10 -1.29
C -2.422516 -6.615903 3.624765 -0.63 -0.49 0.49
H -0.351091 -3.819648 -0.979168 -0.13 0.05 0.14
H -1.990943 -3.415186 -0.409703 0.11 -0.05 -0.03
H -0.584626 -2.518381 0.210404 0.01 -0.06 -0.03
H -1.964615 -2.133547 2.601213 0.02 -0.02 0.04
H -1.283942 -3.512504 3.502506 -0.11 0.03 -0.05
H -2.866054 -2.847086 3.958939 0.02 -0.04 -0.15
H -3.123924 -5.892179 4.049165 -0.04 -0.10 -0.03
H -1.888177 -7.102462 4.444739 0.06 0.14 -0.24
H -2.967598 -7.372278 3.055032 0.00 0.10 0.06



[2]
44
Properties=species:S:1:pos:R:3:forces:R:3 method="wB97M-V/def2-TZVPD" e_lumo_ev="-0.811 / -0.843" total_energy_ha=-1485.15064 max_force_ev_per_a=3.01 multiplicity=3 orbital_gap_ev="5.6 / 7.1" s_squared=2.005 de_lowest_ev=0.147
C 1.164002 -0.219484 2.588185 -0.18 0.12 0.00
C -3.261817 -0.669562 0.299101 -2.76 -0.66 -0.40
H 0.617033 -0.048922 1.648757 0.53 0.02 0.49
H 1.273216 0.724036 3.127522 -0.05 -0.30 -0.13
H 0.666489 -0.979145 3.192552 0.13 0.21 -0.01
H -3.264916 -1.468018 -0.453931 -0.34 0.25 0.10
H -3.840258 -0.954721 1.195283 -0.25 0.14 -0.52
H -3.557757 0.308136 -0.099944 -0.17 -0.31 0.11
C -0.117575 -3.187611 1.585768 0.64 -0.47 -0.86
C 0.736490 -4.271862 1.380288 -0.12 0.23 0.15
C 1.426663 -4.366241 0.170223 -0.14 0.08 0.01
C 1.248305 -3.386464 -0.801336 -0.38 0.52 -0.02
H -0.660159 -3.031447 2.520636 0.10 -0.14 -0.34
H 0.850278 -5.005658 2.174667 0.09 0.08 -0.25
H 2.102128 -5.200960 -0.014183 -0.17 0.22 0.05
H 1.760500 -3.406583 -1.759189 0.05 -0.26 0.29
N -0.295817 -2.275058 0.627968 0.15 -0.14 -0.11
C 0.368231 -2.319156 -0.554447 0.33 -1.21 1.35
C 0.087766 -1.243742 -1.512484 -0.27 1.39 -1.05
N -0.826177 -0.327225 -1.122946 -0.13 -0.79 -0.13
C -1.376394 0.527777 -1.987177 0.77 -0.16 -0.37
C 0.189430 -0.170129 -3.674241 -0.15 0.11 0.19
C -0.884359 0.642883 -3.293746 -0.06 -0.25 0.45
H -2.211261 1.125784 -1.621077 0.39 -0.04 0.00
H -1.347740 1.363812 -3.964676 0.24 -0.21 0.06
C 0.674783 -1.132541 -2.790193 -0.40 -0.22 0.67
H 1.479804 -1.816272 -3.049249 -0.20 0.26 -0.20
H 0.630835 -0.064381 -4.663935 -0.10 -0.06 0.23
Pd -1.476873 -0.498517 1.003379 2.68 1.35 0.15
I 3.101701 -0.956373 2.107593 -0.02 -0.06 0.01
C -0.870674 3.854753 -0.418595 0.01 0.17 0.08
Si -0.058873 2.594648 0.737316 0.00 0.34 0.03
C 1.418055 1.902621 -0.248665 0.01 0.01 0.06
C 0.711468 3.524418 2.198382 -0.10 0.13 -0.07
O -1.153696 1.558995 1.277969 -0.12 -0.18 0.13
H -0.325929 4.809653 -0.387790 -0.15 -0.15 -0.12
H -1.907184 4.039085 -0.104177 0.22 0.00 -0.05
H -0.889297 3.506166 -1.460099 0.02 0.06 0.15
H 2.203154 2.674024 -0.276523 -0.15 -0.15 -0.02
H 1.866673 1.012081 0.208496 -0.02 0.15 -0.13
H 1.161959 1.660369 -1.287182 0.02 0.01 0.12
H -0.056778 3.738642 2.952491 0.12 -0.02 -0.13
H 1.509315 2.951259 2.687371 -0.08 0.10 -0.10
H 1.135257 4.480932 1.861835 0.01 -0.17 0.13



[3]
11
Properties=species:S:1:pos:R:3:forces:R:3 method="wB97M-V/def2-TZVPD" e_lumo_ev=-1.122 total_energy_ha=-1406.97144 max_force_ev_per_a=4.10 smiles="P[P@@H]1=P#[PH]C1" orbital_gap_ev=6.4 de_lowest_ev=2.797
P 1.473708 0.322523 -1.591723 -3.66 -0.78 -1.40
P 0.753571 0.335561 0.432053 0.22 0.09 1.36
P 0.121596 -2.017683 1.240049 0.90 0.75 0.22
P -1.799144 -1.167466 1.023260 0.39 1.30 -0.99
C -1.025479 0.309137 0.068439 -1.56 2.20 0.34
H 1.327565 -1.127009 -1.705750 -0.32 0.90 -0.03
H 2.740315 0.137453 -1.596375 4.05 -0.12 0.66
H 0.998107 1.813802 0.649632 -0.05 -1.56 0.18
H -2.041998 -0.295432 2.117704 0.02 -0.33 0.28
H -1.016199 0.369657 -1.017838 -0.85 -0.62 -0.22
H -1.532042 1.319457 0.380548 0.87 -1.82 -0.40



[4]
79
Properties=species:S:1:pos:R:3:forces:R:3 method="wB97M-V/def2-TZVPD" e_lumo_ev=2.592 total_energy_ha=-3189.31367 max_force_ev_per_a=2.06 total_charge=-1 orbital_gap_ev=5.9 de_lowest_ev=1.298
C 1.611183 -2.973880 -4.043401 0.11 -0.26 -0.21
C 1.702247 -1.484138 -3.885477 0.66 1.48 0.23
H 2.076760 -3.264252 -4.996291 -0.18 -0.09 0.19
H 0.574051 -3.350177 -4.028605 0.35 0.28 0.03
H 2.166374 -3.503306 -3.248079 -0.22 0.30 -0.12
C 1.879980 -0.639958 -4.911688 0.19 -0.66 0.40
C 1.917673 -1.100238 -6.329546 0.16 -0.01 -0.31
H 2.036372 0.419167 -4.723122 -0.15 -0.11 0.03
H 1.033174 -1.684952 -6.594906 0.00 0.00 -0.08
H 2.798075 -1.725182 -6.519002 -0.05 -0.02 -0.15
H 1.976147 -0.244611 -6.994617 -0.02 0.08 -0.28
Cd -1.409108 0.062250 2.202015 0.53 0.30 0.01
Cl 1.104947 -0.373661 2.424522 -0.18 -0.15 -0.24
Cl -3.234047 -1.104659 3.295019 -0.02 0.01 0.09
H -2.174679 1.220031 6.971479 0.02 -0.31 -0.19
H 0.317368 -0.948273 7.480812 -0.09 0.06 -0.03
C -2.172526 0.303271 6.355676 -0.50 0.41 0.06
C -0.174310 -1.192190 6.532408 0.29 0.10 0.13
N -0.830777 -0.042306 5.940682 -0.14 0.22 -0.23
H -2.804362 0.468230 5.467033 0.26 -0.13 0.43
C -0.303734 0.573926 4.879790 0.37 -0.06 -0.28
O -0.891881 1.426174 4.185469 0.09 -0.40 0.64
H 0.587851 -1.566296 5.843743 -0.17 -0.03 0.08
H 0.708746 0.204184 4.605912 -0.54 0.37 0.20
H -2.570660 -0.521472 6.946242 -0.10 0.08 -0.07
H -0.916407 -1.968996 6.730986 0.12 0.01 -0.19
H -3.132566 -1.008715 -2.011138 -0.04 0.23 0.12
H -1.317460 0.719844 -3.721434 -0.20 -0.05 0.23
C -3.477541 -0.003498 -1.736670 0.27 0.00 0.01
C -2.081747 1.367828 -3.268487 0.20 -0.17 -0.08
N -2.389957 0.956672 -1.902680 -0.37 0.33 0.55
H -3.794709 0.022444 -0.690026 0.01 -0.14 -0.29
C -1.814357 1.530248 -0.839095 -0.65 -0.17 0.51
O -2.175031 1.350687 0.357379 0.23 0.03 -1.04
H -1.734351 2.407884 -3.271331 -0.11 -0.22 -0.06
H -1.001502 2.223552 -1.071569 -0.03 -0.07 0.02
H -4.295020 0.282266 -2.403402 -0.05 0.02 0.13
H -2.995798 1.282473 -3.868030 0.13 0.18 0.17
O 0.070562 -1.186576 -2.438185 -1.27 0.98 0.37
C 1.379189 -0.919071 -2.487266 0.43 -1.12 -0.41
C 1.186178 1.651952 -2.491991 -0.15 0.40 -0.08
C 1.936068 0.518893 -2.213923 -0.17 -0.60 -0.32
H 0.168703 1.541636 -2.856698 0.49 -0.18 0.19
C 1.716378 2.937688 -2.365259 0.31 -0.35 -0.20
H 1.920788 -1.570365 -1.765216 0.51 0.07 0.32
C 3.241386 0.689730 -1.738999 -0.12 0.37 -0.05
H 1.084378 3.796864 -2.604600 0.29 -0.15 0.06
C 3.049164 3.099046 -1.979344 -0.15 -0.16 0.20
C 3.797089 1.974680 -1.597094 -0.31 -0.48 -0.40
H 3.801314 -0.225396 -1.527065 0.04 0.40 0.12
H 3.490936 4.094704 -1.975264 -0.05 -0.18 0.22
H 4.816099 2.080895 -1.218647 -0.25 0.04 -0.18
Si -0.987364 -3.436136 0.428470 -0.80 0.86 0.18
Cl -1.269546 -1.296989 0.074979 0.39 -2.00 -0.30
C -2.757786 -4.053828 0.631550 -0.15 -0.24 0.00
C 0.007101 -3.614473 2.009093 0.07 -0.08 -0.14
C -0.315191 -4.302863 -1.075218 0.30 0.05 0.08
H -3.407239 -3.456796 1.297270 0.48 -0.16 -0.25
H -2.716153 -5.087864 1.025387 -0.07 0.33 -0.13
H -3.226425 -4.105499 -0.369093 0.14 0.05 0.40
H -0.983538 -4.177379 -1.938142 0.25 0.10 0.25
H -0.270019 -5.373070 -0.816639 -0.02 0.16 -0.07
H 0.693428 -3.968455 -1.346715 -0.29 0.01 -0.03
H 0.867422 -2.936525 2.016419 -0.17 -0.12 -0.04
H 0.371794 -4.643940 2.125953 -0.10 0.09 -0.10
H -0.612473 -3.378316 2.884344 0.04 0.04 -0.22
C 1.333023 3.532358 2.611221 -0.11 -0.53 -0.07
C 0.074459 4.382087 2.379799 0.47 0.08 -0.41
C -0.467665 3.879864 1.038096 -0.86 -0.29 -0.09
O 0.441835 2.969820 0.425735 0.13 0.48 1.06
C 1.593463 2.818084 1.273045 0.60 -0.17 -0.42
H 2.185677 4.143719 2.915449 -0.04 -0.10 -0.02
H 1.157994 2.765529 3.370045 -0.04 0.19 0.03
H 0.352392 5.437175 2.283190 -0.13 -0.08 0.18
H -0.661170 4.263213 3.176664 0.10 0.06 -0.05
H -1.423127 3.355654 1.184358 0.22 0.11 -0.06
H -0.653870 4.694216 0.339631 0.01 0.26 -0.09
H 2.467302 3.249308 0.751448 -0.30 -0.14 0.12
H 1.749021 1.736057 1.402643 0.10 0.55 -0.04